Record 1
{
  "formula": "C5H12N2",
  "method": "ωB97M-V/def2-TZVPD",
  "multiplicity": 1,
  "homo_ha": -0.2839,
  "homo_lumo_gap_ev": 8.7,
  "e_tot_ev": -8352.9754,
  "lumo_ha": 0.0361,
  "elements": ["C", "C", "C", "N", "N", "C", "C", "H", "H", "H", "H", "H", "H", "H", "H", "H", "H", "H", "H"],
  "xyz": [[-0.33393, 1.64999, -0.12999], [1.07631, -0.66213, 0.99720], [-1.55737, -0.36388, 1.95752], [-0.72188, 0.25216, -0.31085], [-0.26805, -0.71563, 0.42463], [-0.07235, -0.43275, -2.04926], [1.15109, -0.63330, -2.48657], [-0.96684, -0.47409, -2.65806], [0.68586, 1.84000, 0.21113], [-1.04767, 2.09879, 0.56077], [-0.45580, 2.12618, -1.10314], [1.08431, -1.34290, 1.84855], [1.42502, 0.31527, 1.33977], [1.76897, -1.08305, 0.26979], [-2.50499, -0.09669, 1.51049], [-1.50392, -1.37347, 2.34267], [-1.09907, 0.39627, 2.58514], [1.35165, -0.93850, -3.51299], [1.98865, -0.56228, -1.79683]],
  "lowdin_charge": [-0.12, -0.13, 0.07, -0.21, -0.18, -0.01, -0.06, 0.06, 0.06, 0.07, 0.08, 0.07, 0.06, 0.06, 0.03, 0.02, 0.03, 0.05, 0.04]
}

=====

Record 2
{
  "formula": "C5H12N2",
  "method": "ωB97M-V/def2-TZVPD",
  "multiplicity": 1,
  "homo_ha": -0.2687,
  "homo_lumo_gap_ev": 8.2,
  "e_tot_ev": -8355.5310,
  "lumo_ha": 0.0344,
  "elements": ["C", "C", "C", "C", "C", "N", "N", "H", "H", "H", "H", "H", "H", "H", "H", "H", "H", "H", "H"],
  "xyz": [[-3.91876, -0.34737, 0.38345], [-2.60440, -0.03994, 0.39222], [0.84585, 1.56969, -0.44242], [2.05718, -0.50327, 1.06318], [1.36566, 0.35635, -1.06069], [2.12642, -1.81229, -0.84690], [1.72478, -0.69224, -0.38970], [-4.66308, 0.18420, 1.01840], [-4.28940, -1.11949, -0.26100], [-2.32934, 0.85993, 0.92682], [1.55684, 2.32900, -0.26150], [0.30714, 1.44725, 0.42871], [0.04948, 1.91853, -1.17991], [1.18551, -1.11501, 1.58966], [2.99687, -1.01995, 1.25875], [2.09984, 0.47374, 1.38036], [1.22937, 0.14894, -2.14636], [2.01112, -1.98590, -1.86152], [-1.75109, -0.65216, 0.00847]],
  "lowdin_charge": [-0.08, -0.09, -0.11, 0.00, -0.18, 0.01, -0.36, 0.06, 0.03, 0.03, 0.06, 0.03, 0.11, 0.14, 0.08, 0.04, 0.13, 0.05, 0.06]
}

=====

Record 3
{
  "formula": "C5H12N2",
  "method": "ωB97M-V/def2-TZVPD",
  "smiles": "C=CCCNCN",
  "multiplicity": 1,
  "homo_ha": -0.3163,
  "homo_lumo_gap_ev": 9.8,
  "e_tot_ev": -8356.9482,
  "lumo_ha": 0.0424,
  "elements": ["C", "C", "C", "C", "N", "C", "N", "H", "H", "H", "H", "H", "H", "H", "H", "H", "H", "H", "H"],
  "xyz": [[0.04408, -0.29289, -0.99456], [1.55722, 0.06022, -0.91188], [1.63863, 1.17926, -0.03494], [1.17068, 2.38024, -0.52117], [-0.38743, -0.41610, 0.39856], [-1.67531, -1.07519, 0.53486], [-1.86338, -1.81352, 1.89593], [-0.39134, 0.53484, -1.60572], [-0.00990, -1.26399, -1.61913], [1.84269, 0.33367, -2.12542], [2.19127, -0.78110, -0.66316], [2.11626, 1.17192, 0.98850], [1.26181, 3.42998, -0.17527], [0.64523, 2.33068, -1.42535], [-0.41970, 0.41757, 0.97436], [-2.50693, -0.40617, 0.48220], [-1.69293, -1.85044, -0.18988], [-1.30755, -2.64479, 2.24100], [-2.21341, -1.29420, 2.75106]],
  "lowdin_charge": [-0.26, -0.26, -0.23, 0.00, -0.08, -0.26, -0.05, 0.10, 0.14, 0.18, 0.10, 0.12, 0.06, 0.02, 0.10, 0.10, 0.09, 0.07, 0.06]
}

=====

Record 4
{
  "formula": "C5H12N2",
  "method": "ωB97M-V/def2-TZVPD",
  "smiles": "C=C(N)C[C@H](C)N",
  "multiplicity": 1,
  "homo_ha": -0.2999,
  "homo_lumo_gap_ev": 9.3,
  "e_tot_ev": -8358.8053,
  "lumo_ha": 0.0403,
  "elements": ["C", "C", "C", "C", "C", "N", "N", "H", "H", "H", "H", "H", "H", "H", "H", "H", "H", "H", "H"],
  "xyz": [[-0.00336, -1.22959, -1.31534], [0.26962, -1.10632, 0.18425], [-0.46865, 0.12160, 0.75484], [0.08272, 1.39282, 0.10328], [-0.69222, 2.36909, -0.37861], [1.48637, 1.54168, 0.13806], [-0.24529, -2.22084, 0.96532], [0.54325, -2.10994, -1.68350], [0.35080, -0.34983, -1.86189], [-1.06408, -1.28853, -1.56825], [1.32065, -1.00075, 0.41502], [-0.41584, 0.25179, 1.83595], [-1.53500, 0.17679, 0.52550], [-0.65124, 3.44796, -0.38851], [-1.74113, 2.08353, -0.40784], [1.75201, 2.48525, 0.38383], [2.12838, 0.89756, 0.56088], [0.13243, -3.14538, 0.81288], [-1.24943, -2.31688, 0.92415]],
  "lowdin_charge": [-0.06, -0.45, -0.13, -0.43, 0.02, 0.08, 0.02, 0.08, 0.07, 0.08, 0.12, 0.12, 0.11, 0.05, 0.04, 0.09, 0.07, 0.07, 0.07]
}

=====

Record 5
{
  "formula": "C5H12N2",
  "method": "ωB97M-V/def2-TZVPD",
  "smiles": "CCCC/N=C\\N",
  "multiplicity": 1,
  "homo_ha": -0.3437,
  "homo_lumo_gap_ev": 10.4,
  "e_tot_ev": -8359.2921,
  "lumo_ha": 0.0384,
  "elements": ["C", "C", "C", "C", "N", "C", "N", "H", "H", "H", "H", "H", "H", "H", "H", "H", "H", "H", "H"],
  "xyz": [[-1.67648, 2.17341, -0.89081], [-0.68621, 1.79214, 0.22799], [0.26625, 0.66453, -0.16959], [-0.23507, -0.73867, 0.13264], [1.94257, -2.37576, 1.05528], [1.38794, -2.40242, -0.23514], [0.45290, -1.70272, -0.70131], [-2.61915, 1.64935, -0.71846], [-1.88852, 3.24173, -0.89206], [-1.33965, 1.84310, -1.87154], [-0.13014, 2.65842, 0.58165], [-1.27632, 1.45516, 1.08128], [1.27856, 0.80197, 0.22228], [0.46213, 0.68876, -1.24122], [-1.29752, -0.80401, -0.09550], [-0.21046, -0.96732, 1.20294], [1.64423, -1.64532, 1.68202], [1.95705, -3.27583, 1.51268], [1.96791, -3.05654, -0.88312]],
  "lowdin_charge": [-0.10, -0.26, -0.22, -0.27, 0.06, -0.29, 0.02, 0.07, 0.06, 0.07, 0.10, 0.10, 0.11, 0.10, 0.11, 0.10, 0.06, 0.08, 0.11]
}

=====

Record 6
{
  "formula": "C5H12N2",
  "method": "ωB97M-V/def2-TZVPD",
  "multiplicity": 2,
  "homo_ha": [-0.5030, -0.5007],
  "homo_lumo_gap_ev": [10.7, 5.6],
  "charge": 1,
  "e_tot_ev": -8350.0786,
  "lumo_ha": [-0.1091, -0.2947],
  "elements": ["C", "C", "C", "C", "N", "C", "N", "H", "H", "H", "H", "H", "H", "H", "H", "H", "H", "H", "H"],
  "xyz": [[-0.03879, -0.51887, 0.53843], [-0.61686, 0.57413, 1.51061], [-1.55884, 1.45612, 0.83356], [-2.84204, 1.21377, 0.52431], [0.60706, 0.05511, -0.64595], [1.98119, -0.38455, -0.99229], [1.84283, -1.76588, -1.45387], [-0.81190, -1.19641, 0.18044], [0.77082, -1.12130, 0.95691], [-1.02310, -0.02866, 2.32692], [0.25598, 1.06622, 1.93659], [-1.21970, 2.44231, 0.52771], [-3.40103, 1.99501, 0.03503], [-3.35010, 0.30162, 0.81243], [0.04540, -0.13937, -1.48235], [2.59227, -0.33762, -0.09189], [2.44329, 0.29789, -1.70500], [1.54074, -1.76504, -2.41721], [2.78277, -2.14449, -1.39440]],
  "mulliken_spin": [0.02, 0.10, 0.00, 0.02, 0.80, -0.01, 0.06, 0.02, 0.01, 0.00, 0.00, 0.01, 0.00, 0.00, -0.02, 0.00, 0.00, 0.00, 0.01]
}

=====

Molar mass values (in g mol⁻¹) by entry order: 100.16, 100.16, 100.16, 100.16, 100.16, 100.16.